# 1
Entry from OMol25: a molecular structure, C28H38CrGeN7OS (the ωB97M-V functional and the def2-TZVPD basis).

Its LUMO energy (alpha / beta) is -14.211 / -14.216 eV. Its total charge is +4. As for the expectation value of S²: 0.788. Its HOMO energy (alpha / beta) is -19.493 / -19.494 eV. The value obtained for the gap between HOMO and LUMO (alpha / beta) is 5.283 / 5.278 eV. As for the spin multiplicity: 2.

Geometry (Å):
Cr1 0.7089 1.7225 -0.7433
C1 -3.3346 2.4662 -2.2312
C2 -1.8995 2.1633 -2.0032
N1 -1.3781 1.6708 -0.9277
N2 -2.1559 1.4805 0.2012
C3 -1.6049 0.9832 1.3161
N3 -2.3312 0.8534 2.3955
S1 0.0639 0.4538 1.3164
C4 -0.8915 2.4884 -3.0388
C5 -1.2197 2.8965 -4.3067
C6 -0.1968 3.2002 -5.2132
C7 1.1151 3.0687 -4.8117
C8 1.3808 2.6422 -3.5154
N4 0.4055 2.3680 -2.6437
H1 -4.0114 2.0956 -1.4657
H2 -3.6599 2.0238 -3.1755
H3 -3.4669 3.5491 -2.3239
H4 -3.1020 1.8470 0.2025
H5 -3.3002 1.1472 2.4543
H6 -1.8978 0.5605 3.2621
H7 -2.2540 2.9823 -4.6103
H8 -0.4379 3.5307 -6.2159
H9 1.9361 3.2910 -5.4808
H10 2.4004 2.5233 -3.1707
C9 3.4865 -1.8884 -2.8528
C10 4.5534 -1.1119 -2.3951
C11 4.3277 -0.0068 -1.5953
C12 3.0126 0.2952 -1.2547
C13 1.9381 -0.4899 -1.6976
C14 2.1715 -1.5830 -2.5049
N5 2.6374 1.4261 -0.4907
N6 3.4958 2.0224 0.1783
C15 3.2022 3.2277 0.8205
C16 4.2381 3.7581 1.5529
C17 4.1021 5.0162 2.1599
C18 2.9341 5.7622 2.0199
C19 1.8769 5.2545 1.2882
C20 1.9971 3.9822 0.7054
H11 3.6809 -2.7461 -3.4847
H12 5.5672 -1.3713 -2.6717
H13 5.1421 0.6152 -1.2470
H14 0.9032 -0.2991 -1.3673
H15 1.3570 -2.2067 -2.8488
H16 5.1572 3.1911 1.6360
H17 4.9288 5.4217 2.7316
H18 2.8535 6.7382 2.4809
H19 0.9602 5.8152 1.1571
C21 -3.9976 -3.1864 5.3282
C22 -2.5111 -3.1451 4.9604
C23 -2.2810 -2.6351 3.5387
C24 -0.7896 -2.5777 3.2172
Ge1 -0.2983 -2.1664 1.4061
C25 -1.4274 -2.3871 -0.1423
C26 -0.9464 -3.6315 -0.8963
C27 -1.0881 -4.8893 -0.0442
C28 -0.8222 -6.1686 -0.8294
H20 -4.1324 -3.1444 6.4063
H21 -4.4653 -4.1085 4.9887
H22 -4.5517 -2.3538 4.8877
H23 -2.0781 -4.1439 5.0485
H24 -1.9580 -2.5184 5.6644
H25 -2.7506 -1.6498 3.4376
H26 -2.7932 -3.2951 2.8321
H27 -0.3312 -3.5727 3.3145
H28 -0.2230 -1.9227 3.8845
H29 1.1980 -2.3290 1.1024
H30 -1.3799 -1.4790 -0.7520
H31 -2.4556 -2.5107 0.2058
H32 0.1022 -3.5132 -1.1938
H33 -1.5259 -3.7290 -1.8175
H34 -2.0931 -4.9198 0.3871
H35 -0.3870 -4.8349 0.8076
H36 -1.5665 -6.2956 -1.6151
H37 -0.8669 -7.0438 -0.1849
H38 0.1605 -6.1499 -1.3028
O1 -0.0856 4.0287 -0.2261
N7 0.9529 3.4414 -0.0039

Mulliken population analysis, charges in e, atoms 1 to 6: number 1, Cr, carries -0.617; number 2, C, carries -1.766; number 3, C, carries 0.692; number 4, N, carries 0.654; number 5, N, carries -0.446; number 6, C, carries 0.556

***

# 2
Entry from OMol25: a molecular structure, C6H10N5 (the ωB97M-V functional and the def2-TZVPD basis).

Its LUMO energy is -3.119 eV. Its total charge is +1. Its HOMO energy is -12.741 eV. The value obtained for the gap between HOMO and LUMO is 9.622 eV.

Geometry (Å):
C1 0.7122 -1.5101 0.1581
C2 2.2208 0.3726 -0.0466
C3 2.0427 -1.0167 0.0026
C4 -0.2692 -0.5964 0.2407
C5 1.1491 1.2522 0.0511
C6 -4.1437 -0.0469 -0.0718
N1 -2.1081 -1.1441 0.0652
N2 -2.7349 -0.1272 0.0595
N3 -0.0976 0.7244 0.1858
N4 3.0636 -1.8628 -0.1416
N5 1.2850 2.5857 0.0103
H1 0.5031 -2.5642 0.1827
H2 3.2094 0.7804 -0.1857
H3 -4.6473 -1.0136 0.0258
H4 -4.3533 0.3786 -1.0599
H5 -4.5095 0.6645 0.6724
H6 -0.9411 1.2988 0.2186
H7 2.9299 -2.8572 -0.0666
H8 4.0018 -1.5239 -0.2796
H9 2.1969 3.0067 -0.0384
H10 0.4899 3.1993 0.0174

Mulliken population analysis, charges in e, atoms 1 to 6: number 1, C, carries -0.661; number 2, C, carries -0.604; number 3, C, carries 1.242; number 4, C, carries -0.127; number 5, C, carries 0.302; number 6, C, carries -0.723

***

# 3
Entry from OMol25: a molecular structure, C32H51Cl2PPb (the ωB97M-V functional and the def2-TZVPD basis).

Its LUMO energy is 0.281 eV. Its HOMO energy is -6.344 eV. The value obtained for the gap between HOMO and LUMO is 6.625 eV.

Geometry (Å):
Pb1 0.1327 2.8448 0.0625
Cl1 2.1801 3.9851 -0.8022
P1 -0.5978 -0.6639 0.1021
C1 0.6405 0.5080 -0.3999
H1 0.9437 0.4079 -1.4498
H2 1.5153 0.3811 0.2493
C2 -2.3189 -0.0291 0.1609
C3 -0.0537 -1.1241 1.7997
C4 -3.4257 -1.0958 0.2771
H3 -2.3530 0.5716 1.0910
C5 -4.7972 -0.4579 0.5549
H4 -3.4965 -1.6582 -0.6648
H5 -3.2247 -1.8285 1.0685
C6 -5.1605 0.6522 -0.4464
H6 -5.5727 -1.2387 0.5477
H7 -4.7765 -0.0278 1.5671
C7 -4.0059 1.6231 -0.7152
H8 -5.4626 0.1914 -1.3967
H9 -6.0253 1.2084 -0.0685
C8 -2.6952 0.8889 -1.0245
H10 -4.2484 2.2963 -1.5468
H11 -3.8518 2.2501 0.1742
H12 -2.8178 0.2708 -1.9260
H13 -1.9070 1.6186 -1.2632
C9 -0.5034 -2.1603 -0.9512
C10 1.2528 -1.9404 1.7602
H14 0.1701 -0.1376 2.2452
C11 1.7810 -2.2633 3.1645
H15 1.0753 -2.8845 1.2219
H16 2.0221 -1.4029 1.1909
C12 0.7174 -2.9377 4.0362
H17 2.6655 -2.9028 3.0709
H18 2.1123 -1.3337 3.6466
C13 -0.5806 -2.1264 4.0713
H19 0.5167 -3.9401 3.6346
H20 1.1000 -3.0784 5.0532
C14 -1.1180 -1.8023 2.6710
H21 -1.3488 -2.6702 4.6311
H22 -0.3964 -1.1823 4.6004
H23 -1.4381 -2.7423 2.1981
H24 -2.0159 -1.1735 2.7646
C15 -1.0427 -1.8679 -2.3560
H25 0.5720 -2.3994 -1.0484
C16 -0.8836 -3.0796 -3.2851
H26 -2.1078 -1.5960 -2.2987
H27 -0.5173 -1.0047 -2.7923
C17 -1.4925 -4.3589 -2.6933
H28 -1.3393 -2.8477 -4.2585
H29 0.1899 -3.2362 -3.4614
C18 -1.0373 -4.6282 -1.2526
H30 -2.5867 -4.2639 -2.7063
H31 -1.2311 -5.2148 -3.3257
C19 -1.1862 -3.3991 -0.3484
H32 -1.5988 -5.4690 -0.8204
H33 0.0222 -4.9167 -1.2598
H34 -2.2556 -3.2052 -0.2070
H35 -0.7814 -3.6428 0.6414
C20 1.2248 0.6699 -3.9241
C21 2.2177 -0.0973 -3.4023
H36 0.2200 0.2670 -4.0993
C22 3.6436 0.3644 -3.3120
H37 2.0407 -1.1463 -3.1298
C23 3.7632 1.9032 -3.4106
H38 4.1057 0.0176 -2.3767
H39 4.2471 -0.0772 -4.1254
C24 2.8852 2.4501 -4.5339
H40 3.4487 2.3633 -2.4599
H41 4.8102 2.1864 -3.5754
C25 1.4075 2.1158 -4.2698
H42 3.0231 3.5335 -4.6266
H43 3.1888 1.9870 -5.4805
H44 1.0526 2.7582 -3.4438
H45 0.8006 2.3811 -5.1455
Cl2 -0.3530 5.1668 4.2809
C26 1.2656 4.7912 3.8873
C27 2.2992 5.5894 4.3712
C28 3.6367 5.2942 4.0580
C29 3.9102 4.2240 3.2084
C30 2.8908 3.4157 2.7325
C31 1.5322 3.6633 3.0574
C32 0.5092 2.7979 2.5005
H46 2.0609 6.4510 4.9922
H47 4.4513 5.9081 4.4484
H48 4.9374 4.0179 2.9197
H49 3.1297 2.5779 2.0683
H50 0.8182 1.7416 2.4644
H51 -0.5245 2.9193 2.8383

Mulliken population analysis, charges in e, atoms 1 to 6: number 1, Pb, carries 0.814; number 2, Cl, carries -0.565; number 3, P, carries 0.931; number 4, C, carries -1.506; number 5, H, carries 0.013; number 6, H, carries 0.503

***

# 4
Entry from OMol25: a molecular structure, C9H23IrN5O6 (the ωB97M-V functional and the def2-TZVPD basis).

Its LUMO energy (alpha / beta) is -3.880 / -6.047 eV. Its total charge is +1. As for the expectation value of S²: 6.096. Its HOMO energy (alpha / beta) is -10.214 / -12.685 eV. The value obtained for the gap between HOMO and LUMO (alpha / beta) is 6.334 / 6.637 eV. As for the spin multiplicity: 5.

Geometry (Å):
O1 2.0862 0.8755 -2.4832
H1 2.6830 0.5101 -3.1601
Ir1 -0.0797 -0.1270 0.2648
N1 0.6945 1.6988 0.0580
N2 1.6073 -0.3003 1.3452
N3 -1.8856 -0.0230 -0.5830
N4 -0.9265 -1.8130 0.9048
O2 0.0418 2.7110 -0.2974
O3 -2.3307 0.9429 -1.4100
O4 -0.3356 -2.7081 1.7344
O5 1.8867 -1.3090 2.0936
C1 2.5265 0.6952 1.1393
C2 2.0217 1.8023 0.4284
C3 -2.7326 -1.0441 -0.3301
C4 -2.1895 -2.0583 0.5063
C5 2.7156 3.0234 -0.0293
H2 2.7518 3.0498 -1.1284
H3 3.7392 3.0500 0.3513
H4 2.1748 3.9166 0.3117
C6 3.9163 0.5000 1.6179
H5 4.3928 -0.3440 1.1024
H6 3.9382 0.3066 2.6975
H7 4.5065 1.3985 1.4102
C7 -4.1168 -1.0132 -0.8592
C8 -2.9381 -3.2566 0.9642
H8 -4.1991 -0.3247 -1.7067
H9 -4.8236 -0.6831 -0.0858
H10 -4.4230 -2.0139 -1.1757
H11 -2.4405 -3.7468 1.8067
H12 -3.0471 -3.9811 0.1451
H13 -3.9500 -2.9608 1.2702
H14 -1.5017 1.2349 -1.9951
H15 0.5861 -2.3032 1.9379
C9 0.8663 -0.9242 -1.2881
H16 1.7062 0.0317 -1.9495
H17 0.1900 -1.2429 -2.0912
H18 1.5790 -1.7161 -1.0215
O6 -0.3898 1.5771 -2.9078
H19 0.5909 1.3080 -2.8298
H20 -0.6581 1.3971 -3.8188
N5 -0.9509 0.8393 2.0411
H21 -0.2263 1.2932 2.6103
H22 -1.4310 0.1686 2.6452
H23 -1.6252 1.5628 1.7645

Mulliken population analysis, charges in e, atoms 1 to 6: number 1, O, carries -0.688; number 2, H, carries 0.233; number 3, Ir, carries 0.510; number 4, N, carries 0.512; number 5, N, carries 0.806; number 6, N, carries 0.540

***

Repeat the fourth record exactly.
Entry from OMol25: a molecular structure, C9H23IrN5O6 (the ωB97M-V functional and the def2-TZVPD basis).

Its LUMO energy (alpha / beta) is -3.880 / -6.047 eV. Its total charge is +1. As for the expectation value of S²: 6.096. Its HOMO energy (alpha / beta) is -10.214 / -12.685 eV. The value obtained for the gap between HOMO and LUMO (alpha / beta) is 6.334 / 6.637 eV. As for the spin multiplicity: 5.

Geometry (Å):
O1 2.0862 0.8755 -2.4832
H1 2.6830 0.5101 -3.1601
Ir1 -0.0797 -0.1270 0.2648
N1 0.6945 1.6988 0.0580
N2 1.6073 -0.3003 1.3452
N3 -1.8856 -0.0230 -0.5830
N4 -0.9265 -1.8130 0.9048
O2 0.0418 2.7110 -0.2974
O3 -2.3307 0.9429 -1.4100
O4 -0.3356 -2.7081 1.7344
O5 1.8867 -1.3090 2.0936
C1 2.5265 0.6952 1.1393
C2 2.0217 1.8023 0.4284
C3 -2.7326 -1.0441 -0.3301
C4 -2.1895 -2.0583 0.5063
C5 2.7156 3.0234 -0.0293
H2 2.7518 3.0498 -1.1284
H3 3.7392 3.0500 0.3513
H4 2.1748 3.9166 0.3117
C6 3.9163 0.5000 1.6179
H5 4.3928 -0.3440 1.1024
H6 3.9382 0.3066 2.6975
H7 4.5065 1.3985 1.4102
C7 -4.1168 -1.0132 -0.8592
C8 -2.9381 -3.2566 0.9642
H8 -4.1991 -0.3247 -1.7067
H9 -4.8236 -0.6831 -0.0858
H10 -4.4230 -2.0139 -1.1757
H11 -2.4405 -3.7468 1.8067
H12 -3.0471 -3.9811 0.1451
H13 -3.9500 -2.9608 1.2702
H14 -1.5017 1.2349 -1.9951
H15 0.5861 -2.3032 1.9379
C9 0.8663 -0.9242 -1.2881
H16 1.7062 0.0317 -1.9495
H17 0.1900 -1.2429 -2.0912
H18 1.5790 -1.7161 -1.0215
O6 -0.3898 1.5771 -2.9078
H19 0.5909 1.3080 -2.8298
H20 -0.6581 1.3971 -3.8188
N5 -0.9509 0.8393 2.0411
H21 -0.2263 1.2932 2.6103
H22 -1.4310 0.1686 2.6452
H23 -1.6252 1.5628 1.7645

Mulliken population analysis, charges in e, atoms 1 to 6: number 1, O, carries -0.688; number 2, H, carries 0.233; number 3, Ir, carries 0.510; number 4, N, carries 0.512; number 5, N, carries 0.806; number 6, N, carries 0.540